158
Properties=species:S:1:pos:R:3:forces:R:3:mulliken_charge:R:1 method="wB97M-V/def2-TZVPD" total_energy_ha=-6648.40369 orbital_gap_ha=0.378 e_homo_ev=-10.29
P 15.534 18.692 -29.097 0.50 0.14 -0.75 1.0101
P 7.825 23.895 -29.236 0.37 0.12 -0.12 0.6159
P 14.086 21.062 -20.300 0.61 -0.28 -0.58 0.5937
P 14.639 11.473 -25.653 -0.83 -1.33 0.46 0.5997
P 9.540 15.237 -25.208 0.91 -0.02 -0.66 0.3222
P 18.513 17.987 -25.210 -0.38 -0.85 0.44 0.5052
F 14.265 17.988 -23.603 -0.07 0.19 0.12 0.1120
F 13.841 17.434 -25.647 -0.07 -0.11 0.10 0.0828
F 14.933 19.255 -25.241 0.42 -0.68 1.38 0.2836
O 12.794 20.567 -24.747 1.03 -0.14 -1.05 0.3042
O 14.593 11.342 -24.051 0.55 0.07 -0.72 -0.1639
O 7.576 17.989 -22.208 -0.05 0.04 -0.52 -0.6249
O 14.242 21.025 -21.896 -0.75 -0.40 0.40 0.5703
O 16.054 10.800 -26.016 -0.55 0.84 0.27 -0.3696
O 15.139 19.994 -19.742 -0.49 0.88 -0.46 -0.4846
O 9.081 19.853 -27.958 -0.16 -0.16 -0.33 -0.6002
O 15.233 15.787 -22.674 0.35 -0.23 0.01 -0.4147
O 11.447 24.440 -25.870 0.19 -0.23 -0.02 -0.4222
O 12.699 20.344 -20.052 0.26 0.24 -0.72 -0.3148
O 13.476 10.867 -26.327 0.80 0.48 0.17 -0.7675
O 10.594 26.223 -26.679 -0.18 0.63 -0.32 -0.5459
O 16.975 17.976 -28.978 -2.12 0.29 -0.67 -0.3703
O 9.170 14.211 -26.190 0.10 -0.04 0.86 -0.7959
O 10.022 16.586 -25.911 -0.36 0.26 1.14 0.4664
O 7.846 22.527 -29.766 -0.04 0.55 -0.05 -0.6168
O 8.560 24.059 -27.820 -0.39 0.31 -0.46 0.2455
O 17.107 17.226 -25.367 0.96 0.18 0.27 0.7864
O 14.399 17.901 -29.580 0.52 -0.30 0.19 -0.8960
O 8.404 15.822 -24.260 0.58 -0.34 -0.90 -0.1068
O 8.562 24.962 -30.172 -0.03 -0.79 0.52 -0.2608
O 18.121 19.497 -24.964 0.03 -0.15 0.69 -0.3611
O 6.376 24.501 -28.932 0.48 0.36 0.31 -0.3555
O 13.397 25.314 -22.743 -0.17 -0.19 -0.06 -0.5552
O 14.805 13.036 -25.844 0.25 -0.19 -0.34 0.2675
O 15.355 19.316 -27.647 0.23 -0.32 -0.57 -0.7470
O 14.226 13.955 -22.185 0.26 0.05 -0.03 -0.4914
O 11.511 23.566 -30.942 0.04 0.17 -0.18 -0.6098
O 11.611 18.710 -24.512 -0.45 -1.01 -0.39 -0.4205
O 12.107 24.493 -21.215 -0.11 -0.01 -0.27 -0.4877
O 14.229 22.411 -19.743 0.19 -0.23 0.11 -0.7120
O 9.231 19.312 -22.442 0.53 0.44 -0.23 -0.5354
O 15.820 19.977 -29.986 0.40 0.80 0.57 -0.3556
O 19.482 17.761 -26.286 0.19 -0.32 0.94 -0.8394
O 19.018 17.487 -23.792 0.36 0.17 -0.40 -0.4389
O 11.160 19.909 -27.500 0.22 -0.20 -0.28 -0.1686
O 10.776 14.809 -24.257 -1.04 -0.13 -0.59 -0.1769
O 11.993 21.513 -30.555 0.24 -0.40 -0.06 -0.6023
N 15.202 14.575 -22.560 -0.48 0.01 0.22 0.9110
N 13.113 25.057 -21.586 0.15 0.25 0.50 0.9124
N 11.620 22.613 -30.209 -0.42 0.41 0.04 1.0259
N 8.266 18.738 -22.884 -0.63 -0.59 0.67 1.0574
N 10.239 19.669 -28.266 -0.18 0.38 0.82 1.1162
N 10.903 25.520 -25.755 0.19 -0.93 0.47 0.9116
C 13.611 13.821 -25.961 -0.91 0.76 0.43 -1.0400
C 18.267 17.653 -22.617 -1.35 0.69 1.19 -0.0418
C 5.378 24.492 -29.940 -1.02 -0.66 -0.49 -0.7411
C 14.091 25.498 -20.547 -0.23 -0.36 -0.17 -0.8109
C 17.545 20.235 -26.034 -0.98 0.48 0.12 0.7808
C 8.737 26.312 -29.729 -0.71 0.58 0.12 -0.6061
C 11.521 21.107 -19.827 -1.26 0.46 1.27 -0.6028
C 11.237 15.679 -23.221 0.52 0.38 0.21 0.2793
C 10.539 25.938 -24.377 0.11 1.61 -0.09 -0.5085
C 16.426 13.786 -22.919 -0.47 0.47 0.56 -0.5470
C 15.540 20.092 -31.363 -0.25 -1.04 -1.45 -0.6893
C 14.970 10.109 -23.417 -0.38 0.15 0.12 -0.7483
C 16.730 11.159 -27.231 0.04 0.44 0.11 -0.6524
C 7.543 14.920 -23.534 -0.04 0.41 0.13 -0.9451
C 11.332 21.894 -23.406 0.02 0.20 -0.58 -0.7204
C 13.944 18.459 -24.796 0.70 0.44 -0.63 0.4282
C 10.551 19.155 -29.619 0.43 -0.28 0.32 -1.1290
C 11.588 21.336 -24.802 -1.24 -0.05 0.86 0.7440
C 10.993 16.571 -26.929 0.60 0.21 -1.04 0.4609
C 14.238 20.142 -27.336 -0.11 0.97 -0.66 0.6713
C 8.131 23.216 -26.744 -0.20 -0.35 0.02 -0.5717
C 15.135 18.631 -20.185 0.27 -0.33 0.40 -0.4113
C 18.103 18.715 -28.505 0.31 0.86 -1.01 -0.7523
C 16.807 16.462 -26.547 -0.96 0.44 -0.15 0.3682
C 7.868 18.959 -24.299 0.05 0.54 -0.15 -0.2522
C 11.306 22.815 -28.768 0.22 -0.26 -0.16 -0.1709
C 12.644 19.253 -24.749 -0.98 0.68 1.69 -0.6210
C 15.463 21.272 -22.580 0.43 0.50 0.28 -0.5886
H 7.611 22.345 -27.145 0.01 -0.04 0.11 0.3902
H 9.485 25.708 -24.254 0.09 -0.29 0.23 0.2835
H 17.077 19.595 -26.785 0.38 0.39 1.25 -1.2843
H 18.705 19.019 -29.362 0.16 -0.34 -0.04 0.4395
H 17.675 16.793 -22.294 0.30 -0.41 -0.60 0.0250
H 13.479 19.588 -26.794 -0.02 0.11 -0.94 -1.0469
H 10.705 20.990 -20.541 0.57 -0.50 -0.51 0.1694
H 15.360 18.064 -19.283 -0.22 -0.23 -0.13 0.3983
H 7.670 13.860 -23.753 0.56 0.10 -0.07 0.3949
H 8.037 18.049 -24.866 0.09 -0.06 0.13 0.0716
H 10.324 22.313 -23.378 0.06 0.15 0.08 0.5144
H 16.280 20.634 -31.955 0.32 0.41 0.85 0.2815
H 15.356 22.110 -23.272 -0.35 -0.11 -0.04 0.2294
H 10.212 18.122 -29.605 -0.22 0.08 -0.30 0.3336
H 16.024 15.746 -26.296 0.10 -0.04 0.25 -0.4241
H 13.668 14.561 -26.759 0.56 -0.22 -0.14 0.3016
H 14.188 18.318 -20.620 -0.06 0.09 0.09 0.2889
H 12.250 16.015 -23.453 -0.06 0.02 -0.21 -0.4069
H 10.474 16.651 -27.884 0.05 -0.36 -0.09 0.0550
H 16.234 21.584 -21.871 0.15 -0.32 -0.07 0.5631
H 12.707 13.237 -26.132 0.24 -0.35 -0.03 0.6583
H 17.797 19.646 -28.020 0.39 -0.61 -1.06 0.5308
H 17.662 15.931 -26.960 0.14 0.23 0.05 0.4416
H 17.210 14.081 -22.226 0.02 0.15 -0.10 0.3503
H 15.505 9.474 -24.119 0.04 -0.15 0.18 0.3393
H 14.478 26.442 -20.909 0.24 -0.04 0.20 0.3192
H 6.817 19.232 -24.312 -0.04 -0.17 0.13 0.3829
H 17.649 11.674 -26.949 0.06 -0.14 -0.08 0.2459
H 4.709 23.644 -29.774 0.35 -0.25 -0.15 0.2826
H 8.746 26.350 -28.641 0.20 0.14 -0.03 0.2512
H 7.782 15.182 -22.506 -0.58 -0.46 0.22 0.2921
H 8.464 19.785 -24.672 0.12 -0.15 -0.07 -0.1264
H 6.518 15.148 -23.819 0.01 0.26 0.28 0.2458
H 11.325 15.132 -22.284 -0.33 -0.13 -0.07 0.3847
H 10.670 22.001 -28.432 0.03 0.19 -0.11 -0.4031
H 15.572 19.103 -31.833 -0.38 -0.02 0.15 0.3265
H 10.824 23.774 -28.654 0.23 0.10 0.12 0.1985
H 18.642 18.098 -27.791 -0.05 0.22 -0.64 0.2972
H 14.569 20.962 -26.693 0.09 -0.22 -0.07 0.1501
H 9.001 22.869 -26.187 0.14 0.12 -0.14 -0.1368
H 11.677 17.420 -26.888 -0.43 0.22 0.53 -0.3631
H 14.571 20.546 -31.556 -0.12 -0.03 0.28 0.1654
H 12.062 22.660 -23.151 -0.05 0.06 0.09 0.0758
H 13.870 20.605 -28.252 -0.38 -0.24 -0.04 0.5329
H 13.574 25.549 -19.595 -0.05 0.12 -0.06 0.2718
H 9.633 26.766 -30.145 0.26 -0.54 0.01 0.2374
H 10.040 19.793 -30.332 -0.10 -0.20 -0.04 0.3566
H 18.875 17.931 -21.755 0.50 -0.02 -0.39 0.4251
H 11.632 19.189 -29.718 -0.11 0.01 -0.13 0.2758
H 10.646 27.024 -24.376 -0.26 -0.01 -0.11 0.3889
H 16.132 12.760 -22.743 0.22 -0.14 -0.52 -0.0056
H 15.587 10.352 -22.552 0.16 0.01 -0.15 0.2457
H 16.134 11.859 -27.817 -0.04 -0.18 -0.12 0.2836
H 11.682 22.180 -19.715 0.51 -0.08 -0.14 0.2936
H 17.519 18.448 -22.716 0.17 0.08 -0.20 -0.2420
H 16.701 20.833 -25.686 0.27 0.08 0.56 0.2346
H 10.748 20.693 -25.071 0.27 -0.15 -0.02 -0.0729
H 14.822 24.693 -20.491 0.15 0.15 -0.03 0.2978
H 16.951 10.263 -27.802 -0.08 -0.03 0.04 0.2763
H 11.375 21.090 -22.675 0.02 -0.06 -0.08 -0.1621
H 14.073 9.621 -23.038 -0.01 -0.09 -0.20 0.2519
H 5.799 24.437 -30.944 0.08 -0.05 0.02 0.3292
H 15.939 18.432 -20.895 -0.04 0.32 -0.12 -0.0282
H 15.743 20.381 -23.138 0.13 0.01 0.12 -0.2506
H 4.690 25.337 -29.899 0.64 0.45 0.38 0.2621
H 12.283 22.726 -28.295 -0.15 0.24 0.32 0.4304
H 10.611 16.564 -23.110 -0.07 -0.10 0.05 -0.0320
H 11.231 25.591 -23.619 -0.16 -0.82 -0.24 -0.0677
H 16.657 14.095 -23.933 0.16 -0.40 -0.07 0.1802
H 7.906 26.916 -30.103 -0.09 -0.11 0.11 0.2899
H 13.461 14.366 -25.027 0.10 -0.06 0.03 0.2045
H 11.114 20.756 -18.875 0.07 0.02 -0.03 0.3010
H 11.662 22.069 -25.600 0.47 0.17 0.22 -0.2970
H 7.473 23.763 -26.070 -0.02 0.10 -0.11 0.3922
H 18.284 20.915 -26.453 0.16 -0.16 -0.13 0.5238
H 11.666 15.712 -26.936 -0.45 -0.35 0.14 -0.1257
H 16.379 17.187 -27.244 0.32 -0.93 0.20 -0.1580